Computed, not measured: 7 unconnected molecules or ions with the total composition C32H55BrN4O22P3, with the ωB97M-V functional and the def2-TZVPD basis.

Properties
Net charge: +1
Largest force on an atom: 1.3 eV/Å
Kohn-Sham gap: 8.07 eV
HOMO energy: -11.5 eV

Positions of all 117 atoms, in Å:
H1 -8.488 -4.168 10.139
C1 6.821 3.393 -6.641
C2 0.510 1.276 0.806
O1 0.271 4.549 -1.653
C3 -1.553 -6.620 -4.324
H2 -3.764 -2.722 5.948
H3 -0.954 5.860 -4.643
O2 -9.835 -7.232 10.580
H4 5.312 6.801 -6.424
H5 2.583 6.770 -4.213
C4 2.482 1.907 -0.501
H6 -8.645 -5.089 11.642
H7 0.372 4.693 -4.527
H8 -1.900 -7.617 -4.581
O3 6.608 4.470 -5.854
C5 -1.772 -5.169 -2.627
C6 -1.031 0.352 1.934
H9 6.324 -0.831 -2.371
H10 0.756 3.616 1.800
C7 -10.397 -8.061 9.669
H11 0.355 6.128 -3.501
C8 3.741 2.729 -0.199
P1 -2.347 0.195 3.195
H12 0.975 -5.786 -5.082
C9 7.113 5.635 -6.545
O4 2.753 -2.085 -1.931
C10 -4.390 -1.622 7.678
O5 7.169 3.778 -7.886
H13 -10.863 -5.518 8.716
H14 -9.407 -5.797 7.725
H15 -8.137 -6.545 9.654
H16 -3.613 -0.068 9.021
N1 -0.466 1.528 1.691
H17 4.392 -0.026 -4.608
H18 -2.177 3.533 0.389
N2 1.337 2.227 0.343
C11 -0.267 -6.595 -3.524
C12 1.010 -6.564 -4.319
C13 4.908 1.869 0.336
H19 -0.342 -4.031 -0.258
H20 6.383 6.963 -5.038
C14 -9.147 -6.183 9.867
H21 -2.661 -1.427 6.423
H22 5.644 -1.782 -5.892
C15 2.374 6.613 -5.274
H23 7.662 5.640 -8.670
H24 2.955 5.768 -5.640
O6 -5.343 -2.624 8.085
H25 4.787 0.814 0.094
O7 6.718 2.263 -6.279
Br1 2.026 1.940 -2.406
H26 -0.253 -7.415 -2.801
O8 2.726 7.798 -5.992
O9 4.142 -1.850 -3.687
O10 1.607 9.708 -6.428
C16 5.019 -0.771 -4.113
C17 0.892 6.498 -5.548
H27 6.792 7.763 -6.561
O11 -0.449 -5.369 -2.774
O12 -2.478 -5.991 -3.418
O13 4.334 -0.505 -1.940
H28 -3.035 -3.202 0.219
H29 1.863 4.251 0.597
C18 5.488 -0.253 -2.770
N3 -0.502 -0.636 1.221
H30 -1.244 5.635 1.180
O14 -2.250 -4.360 -1.885
H31 1.172 -7.527 -4.802
H32 -3.165 -1.454 0.483
H33 5.853 2.238 -0.053
H34 5.732 0.805 -2.767
O15 -1.554 3.402 -0.339
C19 1.009 3.599 0.739
C20 -9.090 -4.909 10.664
H35 -10.092 -4.508 10.828
H36 1.062 -3.388 0.646
H37 1.857 -6.353 -3.668
C21 6.090 -1.266 -5.044
H38 -2.228 -2.112 -0.881
O16 -10.856 -9.130 9.908
H39 -4.947 -0.846 7.142
O17 -0.662 5.724 0.412
C22 -3.936 -1.106 9.027
O18 -5.125 -1.248 9.816
H40 2.733 0.864 -0.330
O19 -10.363 -7.496 8.435
H41 4.952 1.943 1.423
P2 -1.047 -2.383 1.249
H42 6.757 -1.967 -4.539
C23 6.948 5.195 -7.983
H43 0.712 6.068 -6.538
N4 0.509 -0.045 0.496
H44 4.050 3.244 -1.106
H45 5.932 5.359 -8.349
H46 0.359 -2.486 -0.735
C24 -3.318 -2.207 6.799
C25 -5.852 -2.257 9.284
H47 -3.373 -0.475 2.513
C26 3.665 -1.538 -2.480
H48 -2.740 1.529 3.352
C27 1.615 8.583 -6.056
P3 -0.278 4.359 -0.313
H49 -3.156 -1.734 9.462
H50 6.672 -0.423 -5.417
C28 -9.965 -6.129 8.596
C29 0.150 -3.132 0.112
H51 -2.725 -2.938 7.351
H52 -1.489 -6.006 -5.224
O20 0.532 7.891 -5.624
H53 8.174 5.727 -6.295
O21 -6.802 -2.753 9.798
H54 3.543 3.504 0.535
H55 1.092 -0.584 -0.134
C30 -2.499 -2.255 0.163
O22 -1.880 -0.449 4.435
C31 6.358 6.866 -6.123
C32 0.121 5.753 -4.494